Run i
C4H7NOS in the gas phase. Source: OMol25; level of theory: ωB97M-V with the def2-TZVPD basis set.

Geometry as ORCA input:
```
! wB97M-V def2-TZVPD RIJCOSX def2/J DEFGRID3
* xyz 0 1
C -1.6735 -1.3018 -1.7510
C -0.8647 0.6816 -1.3132
C 1.4919 -0.5118 1.1562
C 0.2592 0.3916 0.9118
N -0.4207 0.0134 -0.2767
O -1.1257 2.0481 -1.2555
S -0.4561 -1.6886 -0.7465
H -1.7835 -1.8063 -2.6754
H 2.2268 -0.5102 0.4322
H 1.2846 -1.5473 1.2630
H 1.9598 -0.2948 2.1424
H 0.5616 1.4458 0.9218
H -0.5170 0.3654 1.7770
H -0.9426 2.7149 -0.5861
*
```

Highest occupied orbital energy (spin up / spin down): -7.0 / -7.0 eV
Kohn-Sham gap (spin up / spin down): 7.07 / 7.08 eV

Run ii
2 unconnected molecules or ions with the total composition C4H7NOS. Source: OMol25; level of theory: ωB97M-V with the def2-TZVPD basis set.

Geometry as ORCA input:
```
! wB97M-V def2-TZVPD RIJCOSX def2/J DEFGRID3
* xyz 0 1
N -2.7036 -1.2430 0.5044
C -3.1800 -0.2034 0.2973
C -2.9473 1.0670 -0.3647
O -1.7856 0.9587 -0.9331
H -3.1966 2.0243 0.0101
C 1.1051 1.0970 0.6207
S -0.4576 0.1001 0.8592
C 0.0863 -1.1558 -0.5198
H 1.8122 0.2714 0.8239
H 1.0189 1.4978 -0.3698
H 0.9982 1.8620 1.3450
H 1.1335 -1.2557 -0.3457
H -0.5709 -1.9299 -0.5907
H -0.0575 -0.5034 -1.3449
*
```

SMILES string: N#CC=O.CSC
Highest occupied orbital energy: -8.0 eV
Kohn-Sham gap: 6.97 eV

The structure with the least stability is run i.

Run i
2 unconnected molecules or ions with the total composition C6H16. Source: OMol25; level of theory: ωB97M-V with the def2-TZVPD basis set.

Geometry as ORCA input:
```
! wB97M-V def2-TZVPD RIJCOSX def2/J DEFGRID3
* xyz 1 2
C -0.5869 0.9924 -0.6852
C -0.3044 2.2328 0.1415
C -1.0252 1.4189 -2.1368
C 0.6340 0.0882 -0.9579
H -1.3669 0.4788 -0.1239
H 0.1795 3.0264 -0.4167
H 0.3177 1.8332 0.9690
H -0.3203 2.0502 -2.6995
H -1.1481 0.5088 -2.6999
H -1.8817 2.0778 -1.9681
H 0.8014 -0.5978 -0.1240
H 0.5491 -0.5690 -1.8377
H 1.5107 0.6522 -1.2772
H -1.1699 2.6067 0.6876
C 0.2997 -2.8002 1.3107
C 0.8431 -1.6963 2.1961
H 0.0394 -2.4311 0.3165
H 1.1146 -3.4907 1.0781
H -0.5225 -3.3450 1.7661
H 1.1610 -1.8880 3.2228
H 0.0696 -0.9388 2.3795
H 1.7252 -1.1969 1.7774
*
```

Highest occupied orbital energy (spin up / spin down): -14.8 / -14.8 eV
Kohn-Sham gap (spin up / spin down): 12.00 / 4.64 eV

Run ii
2 unconnected molecules or ions with the total composition C6H16. Source: OMol25; level of theory: ωB97M-V with the def2-TZVPD basis set.

Geometry as ORCA input:
```
! wB97M-V def2-TZVPD RIJCOSX def2/J DEFGRID3
* xyz 1 2
C -1.2071 0.1644 1.1096
C -2.0678 0.6675 2.2680
C 0.1461 -0.4553 1.5876
C -1.8738 -0.6979 0.0676
H -0.6503 1.1303 0.6146
H -1.6279 1.5340 2.8198
H -2.1649 -0.0927 2.9803
H 0.0525 -1.3208 2.2857
H 0.8079 -0.7326 0.7158
H 0.8808 0.3192 2.0585
H -1.0827 -1.0844 -0.6313
H -2.4634 -1.5015 0.5626
H -2.5790 -0.2118 -0.6420
H -3.0290 1.0258 1.9879
C 2.1689 0.1362 -1.5037
C 2.0094 0.1991 -2.9519
H 2.1278 1.0838 -1.0309
H 1.4742 -0.5014 -1.0238
H 3.1299 -0.2241 -1.2326
H 2.3028 -0.8326 -3.4182
H 2.6490 0.9625 -3.3790
H 0.9965 0.4324 -3.2448
*
```

Highest occupied orbital energy (spin up / spin down): -14.7 / -14.7 eV
Kohn-Sham gap (spin up / spin down): 11.50 / 4.17 eV

The structure with the least stability is run ii.

Run i
A gas-phase ion, C9H14NS (charge +1). Source: OMol25; level of theory: ωB97M-V with the def2-TZVPD basis set.

Geometry as ORCA input:
```
! wB97M-V def2-TZVPD RIJCOSX def2/J DEFGRID3
* xyz 1 1
C 0.3650 -2.1461 1.1452
C -0.6574 -1.3631 0.8049
C -0.7144 -0.4729 -0.4115
C -1.9881 0.4625 -0.5553
N -0.6987 -1.5298 -1.5369
C 0.6460 0.3718 -0.6705
S 1.5752 0.0264 -2.1239
C 2.7874 1.0593 -1.6394
C 2.4260 1.7609 -0.5514
C 1.2805 1.2568 0.0994
C 0.8802 1.8110 1.4368
H 0.3658 -2.9290 1.9045
H 1.3023 -1.9359 0.5903
H -1.5432 -1.1756 1.3571
H -2.8246 -0.1121 -0.1894
H -2.1599 0.8948 -1.5602
H -1.7856 1.1806 0.2618
H 0.0468 -2.3196 -1.2960
H -0.4045 -1.1808 -2.3854
H -1.7592 -1.8013 -1.4785
H 3.6979 1.1426 -2.2471
H 3.1380 2.4352 -0.0598
H 1.6332 1.8614 2.1421
H 0.4652 2.7851 1.2726
H 0.1246 1.1884 1.9294
*
```

SMILES string: C=C[C@](C)([NH3+])c1sccc1C
Highest occupied orbital energy: -12.6 eV
Kohn-Sham gap: 9.47 eV

Run ii
2 unconnected molecules or ions with the total composition C9H14NS. Source: OMol25; level of theory: ωB97M-V with the def2-TZVPD basis set.

Geometry as ORCA input:
```
! wB97M-V def2-TZVPD RIJCOSX def2/J DEFGRID3
* xyz 1 1
C -3.6044 -1.0310 0.7468
C -3.0322 0.2820 0.6558
C -2.8166 -1.9725 0.1517
C -1.7746 0.2220 0.0904
C 2.4497 0.2633 0.9145
C -0.7262 2.4872 0.3625
C 2.2354 -0.9097 0.2963
C -0.8617 1.3199 -0.1833
C 3.3094 -1.5741 -0.5885
N 0.1851 1.0955 -1.3229
S -1.3561 -1.3405 -0.4481
H -4.6435 -1.1089 1.1979
H -3.5707 1.1628 0.7645
H -2.7592 -2.9986 0.1187
H 3.4375 0.4004 1.3146
H 1.7897 0.9786 1.3619
H -1.3891 2.6907 1.2697
H -0.0849 3.2987 0.2308
H 1.2122 -1.1872 0.1467
H 3.0377 -2.6011 -0.8418
H 4.3185 -1.4877 -0.2063
H 3.3287 -0.9837 -1.4815
H 0.1548 1.5555 -2.2373
H 0.1709 0.0742 -1.4771
H 0.9896 1.3642 -0.8360
*
```

Highest occupied orbital energy: -12.7 eV
Kohn-Sham gap: 9.08 eV

The structure with the least stability is run ii.

Run i
2 unconnected molecules or ions with the total composition C17H27NO2. Source: OMol25; level of theory: ωB97M-V with the def2-TZVPD basis set.

Geometry as ORCA input:
```
! wB97M-V def2-TZVPD RIJCOSX def2/J DEFGRID3
* xyz 0 1
C 1.8159 2.6705 3.5464
C 0.3010 2.7257 3.2055
C -0.0825 1.6940 2.0798
C -0.6538 0.4618 2.7312
C 0.3461 -0.2106 3.4820
C 1.5083 -0.8740 2.7613
C 1.0461 -2.0108 1.8474
C 2.3342 -2.0563 0.5249
C 2.3022 -0.8398 -0.3190
O 2.9203 0.0717 -0.2270
N 1.3861 -1.0723 -1.2423
H 0.7343 -1.6642 -1.2262
C 0.8117 0.4107 -2.0884
C -0.4519 0.6770 -1.6721
O -1.4482 -0.0801 -1.8671
C -2.0710 -0.4827 -2.9498
C -3.1215 -1.3795 -3.1136
C -3.6148 -1.7899 -4.2667
C -3.1367 -1.1406 -5.6463
C -2.2772 -0.1957 -5.3708
C -1.5930 0.3296 -4.2305
H -0.8973 0.8937 -4.0703
H -1.9269 0.3362 -6.3273
H -3.6878 -1.4999 -6.3276
H -4.0308 -2.5077 -4.5256
H -3.2448 -1.9840 -2.3147
H -0.8334 1.8213 -2.1535
H -0.3656 0.8825 -0.6598
H 1.6094 0.9227 -1.7715
H 0.7926 -0.1102 -3.1079
H 3.3329 -2.2566 0.9553
H 2.1147 -2.9112 -0.0574
H 1.0765 -2.9962 2.1590
H 0.1568 -1.6475 1.2500
H 2.3222 -1.2492 3.3709
H 2.0987 -0.2300 2.0668
H 0.8676 0.2412 4.2818
H -0.2536 -1.5150 4.0401
H -1.4222 0.5994 3.4753
H -0.9407 -0.2698 2.0551
H -1.0782 2.1513 1.7002
H 0.7161 1.3919 1.7622
H 0.0763 3.7802 3.1629
H -0.2204 2.5960 4.3655
H 2.3693 1.7946 3.9279
H 2.2904 3.0182 2.5029
H 2.0223 3.5036 4.2808
*
```

Highest occupied orbital energy: -8.4 eV
Kohn-Sham gap: 9.00 eV

Run ii
C17H27NO2 in the gas phase. Source: OMol25; level of theory: ωB97M-V with the def2-TZVPD basis set.

Geometry as ORCA input:
```
! wB97M-V def2-TZVPD RIJCOSX def2/J DEFGRID3
* xyz 0 1
C -1.2966 -3.1307 -0.6538
C -0.3390 -2.6960 0.4480
C 1.0280 -2.3132 -0.1136
C 1.9835 -1.8441 0.9819
C 3.4085 -1.5940 0.4806
C 3.5322 -0.4238 -0.4970
C 3.3816 0.9420 0.1834
C 2.7507 1.9765 -0.7549
C 1.3588 1.5407 -1.1913
O 1.0825 1.2651 -2.3390
N 0.4853 1.4847 -0.1517
C -0.8237 0.9998 -0.1205
C -1.5471 0.6686 -1.2543
C -2.8438 0.1802 -1.1562
C -3.6219 -0.1753 -2.3869
C -3.4087 0.0341 0.1006
C -2.7008 0.3616 1.2469
C -1.4073 0.8418 1.1505
O -0.6051 1.1817 2.2194
C -1.1263 1.0231 3.5148
H -1.4247 -2.3285 -1.3762
H -2.2714 -3.3778 -0.2394
H -0.9101 -4.0053 -1.1730
H -0.2218 -3.5067 1.1719
H -0.7656 -1.8384 0.9727
H 0.8882 -1.5238 -0.8535
H 1.4615 -3.1763 -0.6248
H 2.0261 -2.6112 1.7603
H 1.5791 -0.9405 1.4428
H 3.7629 -2.5018 -0.0129
H 4.0617 -1.4105 1.3381
H 4.5050 -0.4743 -0.9902
H 2.7761 -0.5293 -1.2744
H 4.3586 1.3047 0.5105
H 2.7645 0.8380 1.0779
H 2.6855 2.9465 -0.2565
H 3.3619 2.0859 -1.6515
H 0.8326 1.7275 0.7661
H -1.0806 0.7897 -2.2180
H -4.0548 -1.1698 -2.2921
H -4.4388 0.5310 -2.5338
H -2.9847 -0.1514 -3.2666
H -4.4159 -0.3439 0.1959
H -3.1701 0.2300 2.2091
H -1.3808 -0.0219 3.7190
H -2.0087 1.6511 3.6728
H -0.3342 1.3391 4.1925
*
```

SMILES string: CCCCCCCCC(=O)Nc1cc(C)ccc1OC
Highest occupied orbital energy: -8.1 eV
Kohn-Sham gap: 8.77 eV

The structure with the least stability is run i.

Run i
C3H2Cl2N2O in the gas phase. Source: OMol25; level of theory: ωB97M-V with the def2-TZVPD basis set.

Geometry as ORCA input:
```
! wB97M-V def2-TZVPD RIJCOSX def2/J DEFGRID3
* xyz 0 1
Cl -2.7490 -0.4990 -0.6403
C -1.2089 -0.5067 0.4627
C -0.0173 0.2001 0.0938
O 0.0247 1.4313 0.0283
N 1.2591 1.9248 -0.4447
N 1.9680 0.8928 -0.6877
C 1.3190 -0.2371 -0.2832
Cl 2.0068 -1.6854 -0.3117
H -1.1287 -1.5522 0.4213
H -1.4737 0.0312 1.3614
*
```

SMILES string: ClCc1onnc1Cl
Highest occupied orbital energy: -9.6 eV
Kohn-Sham gap: 9.27 eV

Run ii
C3H2Cl2N2O in the gas phase. Source: OMol25; level of theory: ωB97M-V with the def2-TZVPD basis set.

Geometry as ORCA input:
```
! wB97M-V def2-TZVPD RIJCOSX def2/J DEFGRID3
* xyz 0 1
H -2.6532 0.3317 0.4018
N -1.8666 0.9047 0.5710
C -0.7335 0.4885 0.3052
C 0.7235 1.0277 0.2943
O 1.2517 2.0466 0.6103
N 1.1765 -0.0858 -0.3214
Cl 2.8163 -0.6160 -0.8038
C -0.2150 -0.7565 -0.3502
Cl -0.0519 -2.1582 0.6999
H -0.4478 -1.1828 -1.4070
*
```

SMILES string: [H]/N=C1/C(=O)N(Cl)[C@H]1Cl
Highest occupied orbital energy: -10.2 eV
Kohn-Sham gap: 9.62 eV

The structure with the least stability is run i.